41
Properties=species:S:1:pos:R:3:forces:R:3 method="wB97M-V/def2-TZVPD" gap_ev="8.434 / 1.883" lumo_energy_ev="-3.83 / -10.38" homo_energy_ha="-0.4505 / -0.4505" spin_multiplicity=2 energy_ev=-54154.9191 charge=+1
C 0.32086 3.48767 -2.73381 1.161 -0.847 -0.432
O -0.85936 3.49195 -1.90302 -0.065 0.625 -1.096
C -1.97824 3.25556 -2.50041 1.364 0.122 4.942
O -2.08524 2.91171 -3.67279 -0.410 -0.372 -2.627
O -2.90397 3.26680 -1.62080 -0.318 -0.002 -0.955
C -4.23196 2.96656 -1.99992 -2.707 -0.159 0.346
H 0.36410 2.47941 -3.14569 0.243 0.211 -0.301
H 1.18429 3.58754 -2.07607 -0.299 0.294 -0.010
H 0.28317 4.24772 -3.51420 -0.078 0.031 0.230
H -4.42391 1.92887 -2.27281 0.665 -0.116 0.057
H -4.63530 3.59735 -2.79207 0.455 0.234 -0.005
H -4.79527 3.17696 -1.09080 -0.043 -0.039 -0.185
C 0.97859 -0.20864 -2.66056 0.434 -0.181 -0.653
O 0.36141 -0.03811 -1.39771 -1.703 0.128 0.785
C -0.98712 -0.11759 -1.22438 -0.993 -0.194 -1.388
O -1.84697 -0.45227 -2.04049 1.997 0.741 1.089
O -1.26100 0.31053 0.01200 0.253 0.532 -0.284
C -2.62972 0.32628 0.42496 -0.692 -0.532 1.033
H 2.03031 -0.05318 -2.42012 -0.039 -0.256 -0.301
H 0.69271 0.52516 -3.41416 -0.299 0.271 0.249
H 0.79876 -1.16768 -3.14637 -0.009 -0.201 0.505
H -3.39048 0.73731 -0.23867 0.571 -0.293 -0.752
H -2.74941 0.93554 1.32082 0.783 0.049 0.047
H -2.89439 -0.68645 0.72897 -0.223 0.008 -0.309
C 1.58896 -2.06100 2.84428 -0.553 -1.166 -0.500
O 2.80191 -2.78917 2.85303 1.725 0.214 -0.055
C 3.02707 -4.05111 3.18614 -0.423 -1.863 1.675
O 4.11636 -4.53840 3.39957 -1.398 0.875 -0.774
O 1.84013 -4.73310 3.38772 0.828 3.418 -1.787
C 1.77171 -6.02702 3.80376 0.105 -1.974 0.969
H 1.67038 -1.44144 1.95119 -0.197 0.260 0.274
H 1.44688 -1.49040 3.76206 0.204 0.001 -0.094
H 0.78362 -2.78310 2.70972 -0.286 0.318 0.080
H 0.70802 -6.13269 4.01706 0.209 -0.475 0.453
H 2.43223 -6.20156 4.65308 -0.303 0.040 0.349
H 2.04928 -6.80758 3.09540 0.080 0.366 -0.597
C 1.96645 2.02193 0.71164 -0.485 0.545 0.287
Cl 3.08974 2.53884 -0.57068 0.262 -0.405 0.139
Cl 2.52707 2.33170 2.35607 0.252 0.031 -0.124
H 1.12259 2.69303 0.55157 -0.185 -0.551 0.175
H 1.71584 0.96208 0.66662 0.117 0.311 -0.454